The following is a quantum chemistry calculation of 2 unconnected molecules or ions with the total composition C3H6NO2S in a non-equilibrium geometry, from OMol25.

Frontier orbital gap   7.62 eV
ΔE to the lowest compared entry with this formula, charge and spin   131.6 kcal per mole
Energy   -721.19894 hartree
Net charge   -1

Cartesian coordinates (Å):
C  2.056  -0.933  0.078
C  0.909  -1.267  -0.448
C  -0.404  0.278  -1.157
N  -2.947  0.847  -0.178
O  -1.885  -1.532  0.168
O  -1.048  0.352  1.517
S  -1.486  -0.114  0.174
H  2.772  -1.555  0.628
H  2.281  0.176  0.230
H  0.461  -2.284  -0.491
H  0.215  1.253  -0.710
H  -3.113  0.538  -1.110
H  -2.401  1.742  -0.227


The following is a quantum chemistry calculation of a gas-phase ion, C3H6NO2S2 (charge -1) in a non-equilibrium geometry, from OMol25.

Frontier orbital gap   7.12 eV
ΔE to the lowest compared entry with this formula, charge and spin   1.9 kcal per mole
Energy   -1119.60118 hartree
Net charge   -1

Cartesian coordinates (Å):
N  1.495  0.010  -1.512
C  1.165  -0.389  -0.121
C  1.489  -1.939  0.161
O  1.197  -2.290  1.317
O  1.896  -2.577  -0.824
C  -0.319  -0.211  0.125
S  -0.740  1.546  -0.332
S  -2.503  1.844  0.713
H  2.497  0.159  -1.483
H  1.404  -0.882  -2.004
H  1.737  0.193  0.599
H  -0.517  -0.538  1.143
H  -0.945  -0.774  -0.567
H  -2.073  2.222  1.897


The following is a quantum chemistry calculation of a molecular structure, C3H6NO3SSe2TcTe2, from OMol25.

Expectation value of S²   0.88
Frontier orbital gap (alpha / beta)   5.59 / 5.87 eV
Spin multiplicity   2
ΔE to the lowest compared entry with this formula, charge and spin   13.0 kcal per mole
Energy   -6216.05490 hartree
Net charge   +1

Cartesian coordinates (Å):
Tc  0.343  -0.649  0.487
Se  2.631  -1.018  0.254
Te  3.917  -1.304  2.369
Te  2.002  -1.300  4.164
Se  -0.011  -0.970  2.727
C  0.743  3.972  0.513
C  0.651  2.524  0.567
N  0.575  1.384  0.606
H  -0.227  4.381  0.236
H  1.488  4.261  -0.226
H  1.033  4.350  1.492
C  -2.217  -2.377  -2.285
S  -1.181  -1.595  -1.127
O  -1.932  -0.748  -0.180
O  -0.150  -0.748  -1.777
O  -0.428  -2.592  -0.308
H  -2.736  -1.597  -2.837
H  -2.916  -3.001  -1.733
H  -1.587  -2.973  -2.942


The following is a quantum chemistry calculation of C3H6NOP in the gas phase, from OMol25.

Frontier orbital gap   7.96 eV
ΔE to the lowest compared entry with this formula, charge and spin   26.7 kcal per mole
Energy   -589.20365 hartree

Cartesian coordinates (Å):
C  1.136  0.332  -0.607
C  2.566  -0.087  -0.433
C  -2.661  -0.054  0.646
N  -1.340  0.141  0.164
O  0.753  1.236  -1.290
P  -0.092  -0.755  0.385
H  2.825  -0.027  0.624
H  3.235  0.541  -1.017
H  2.667  -1.128  -0.738
H  -2.925  0.816  1.253
H  -2.832  -0.963  1.230
H  -3.331  -0.051  -0.217


The following is a quantum chemistry calculation of C3H6NP in the gas phase in a non-equilibrium geometry, from OMol25.

Expectation value of S²   2.02
Frontier orbital gap (alpha / beta)   6.21 / 7.47 eV
Spin multiplicity   3
ΔE to the lowest compared entry with this formula, charge and spin   42.6 kcal per mole
Energy   -513.79505 hartree

Cartesian coordinates (Å):
C  0.449  -1.607  -0.036
C  -1.044  0.135  0.257
C  0.156  1.150  0.123
N  -0.731  -1.219  -0.093
P  1.723  0.104  0.025
H  0.995  -2.491  -0.031
H  -1.352  0.145  1.266
H  -1.906  0.344  -0.204
H  -0.106  1.643  -0.831
H  -0.043  1.696  1.032
H  1.858  0.101  -1.508


The following is a quantum chemistry calculation of a gas-phase ion, C3H6NS4 (charge +1) in a non-equilibrium geometry, from OMol25.

Expectation value of S²   2.01
Frontier orbital gap (alpha / beta)   6.33 / 6.85 eV
Spin multiplicity   3
Energy   -1765.01590 hartree
Net charge   +1

Cartesian coordinates (Å):
C  1.305  -0.554  -0.265
C  -1.245  -0.427  0.008
C  -0.026  -0.034  0.755
N  0.175  1.387  0.785
S  2.398  0.490  -0.869
S  -2.329  -1.431  0.795
S  1.132  -2.275  -0.360
S  -1.420  0.429  -1.523
H  0.108  -0.464  1.773
H  1.308  1.502  0.419
H  0.011  1.702  1.690
H  -0.437  1.991  0.189
H  1.840  -2.667  -1.456
H  -2.820  0.351  -1.939


The following is a quantum chemistry calculation of a molecular structure, C3H6NiO4 in a non-equilibrium geometry, from OMol25.

Expectation value of S²   3.76
Frontier orbital gap (alpha / beta)   8.43 / 9.98 eV
Spin multiplicity   4
ΔE to the lowest compared entry with this formula, charge and spin   0.0 kcal per mole
Energy   -1926.85282 hartree
Net charge   +1

Cartesian coordinates (Å):
O  0.805  -0.464  -0.879
O  2.658  -1.014  0.276
C  1.678  -0.181  -0.008
O  1.615  0.914  0.619
H  -2.491  1.446  0.107
Ni  -0.016  1.226  -0.377
O  -1.732  0.854  0.110
H  2.562  -1.830  -0.234
C  -2.102  -0.474  0.560
C  -3.556  -0.617  0.757
H  -1.623  -0.664  1.542
H  -4.238  -0.266  -0.018
H  -1.699  -1.156  -0.206
H  -3.944  -1.058  1.674


The following is a quantum chemistry calculation of C3H6O in the gas phase in a non-equilibrium geometry, from OMol25.

Frontier orbital gap   10.95 eV
ΔE to the lowest compared entry with this formula, charge and spin   22.3 kcal per mole
Energy   -193.10773 hartree

Cartesian coordinates (Å):
C  -0.265  1.296  -0.573
C  -0.833  -0.021  -0.416
C  0.089  -0.911  0.379
H  -0.447  1.921  0.391
H  0.935  1.198  -0.616
H  -0.796  1.926  -1.338
H  -0.958  -0.491  -1.339
H  -1.780  0.083  0.106
H  -0.323  -1.860  0.690
O  1.178  -0.621  0.721


The following is a quantum chemistry calculation of a molecular structure, C3H6O in a non-equilibrium geometry, from OMol25.

Frontier orbital gap   9.12 eV
ΔE to the lowest compared entry with this formula, charge and spin   109.6 kcal per mole
Energy   -192.96847 hartree

Cartesian coordinates (Å):
C  1.549  0.559  -0.252
C  -0.596  0.456  0.292
C  -0.911  -0.956  -0.038
O  -0.129  -1.756  -0.491
H  1.928  -0.257  0.366
H  0.652  1.142  0.156
H  1.491  0.218  -1.287
H  -0.799  0.675  1.355
H  -1.239  1.153  -0.273
H  -1.960  -1.250  0.167


The following is a quantum chemistry calculation of C3H6O in the gas phase in a non-equilibrium geometry, from OMol25.

Frontier orbital gap   11.18 eV
ΔE to the lowest compared entry with this formula, charge and spin   65.3 kcal per mole
Energy   -193.03912 hartree

Cartesian coordinates (Å):
C  1.455  0.077  -0.147
C  0.150  -0.114  0.466
C  -0.991  0.631  0.043
H  1.759  0.886  -1.094
H  2.164  -0.809  -0.336
H  1.871  0.668  0.716
H  0.260  -0.420  1.435
H  -0.920  1.132  -1.026
H  -1.926  0.979  0.464
O  -0.861  -0.750  -0.292


The following is a quantum chemistry calculation of 2 unconnected molecules or ions with the total composition C3H6O in a non-equilibrium geometry, from OMol25.

Frontier orbital gap   10.16 eV
ΔE to the lowest compared entry with this formula, charge and spin   69.0 kcal per mole
Energy   -193.03319 hartree

Cartesian coordinates (Å):
C  -1.984  0.722  0.297
C  -0.922  1.366  -0.205
H  -1.943  -0.363  0.338
H  -2.941  1.208  0.472
H  -0.029  0.983  0.272
H  -0.954  2.207  -0.892
O  2.837  -1.176  -1.028
C  2.240  -1.537  -0.068
H  1.128  -1.593  -0.146
H  2.568  -1.816  0.960


The following is a quantum chemistry calculation of C3H6O in the gas phase in a non-equilibrium geometry, from OMol25.

Frontier orbital gap   9.66 eV
ΔE to the lowest compared entry with this formula, charge and spin   45.8 kcal per mole
Energy   -193.07018 hartree

Cartesian coordinates (Å):
C  -0.677  -1.326  0.836
C  0.448  0.648  -0.138
C  0.513  1.455  -1.250
H  -1.413  -1.990  0.326
H  0.378  -1.784  0.915
H  -0.975  -0.973  1.918
H  1.357  0.415  0.561
H  1.492  2.031  -1.386
H  -0.423  1.572  -1.843
O  -0.701  -0.048  0.062


> What is the energy in the third record?

-6216.05490 hartree


> Which of these has the highest energy?

number 9


Copy entry 8 word for word.
The following is a quantum chemistry calculation of C3H6O in the gas phase in a non-equilibrium geometry, from OMol25.

Frontier orbital gap   10.95 eV
ΔE to the lowest compared entry with this formula, charge and spin   22.3 kcal per mole
Energy   -193.10773 hartree

Cartesian coordinates (Å):
C  -0.265  1.296  -0.573
C  -0.833  -0.021  -0.416
C  0.089  -0.911  0.379
H  -0.447  1.921  0.391
H  0.935  1.198  -0.616
H  -0.796  1.926  -1.338
H  -0.958  -0.491  -1.339
H  -1.780  0.083  0.106
H  -0.323  -1.860  0.690
O  1.178  -0.621  0.721